1.
14 unconnected molecules or ions with the total composition C56H84F3O41 in a non-equilibrium geometry. Source: the OMol25 dataset; level of theory: wB97M-V/def2-TZVPD.

Structure (XYZ):
```
184
C56H84F3O41 wB97M-V/def2-TZVPD
C 0.082 0.758 1.143
O 0.332 -0.382 0.219
O -0.200 0.247 2.337
C 1.262 1.735 0.969
F 1.064 2.800 1.792
F 2.468 1.244 1.257
F 1.247 2.213 -0.299
C -0.818 -0.846 -0.421
C -0.397 -2.103 -1.180
H -1.242 -2.570 -1.697
H 0.317 -1.927 -1.985
H 0.038 -2.880 -0.551
H -1.341 -0.197 -1.134
H -1.626 -1.161 0.243
H -0.814 1.184 0.657
C 1.330 -1.123 -4.364
C 2.442 -0.272 -3.741
C 2.761 -0.433 -2.235
O 4.190 -0.490 -2.202
C 4.644 -0.866 -3.402
O 5.778 -1.125 -3.663
O 3.653 -0.835 -4.290
H 0.312 -0.901 -4.038
H 1.516 -2.183 -4.198
H 1.319 -0.864 -5.424
H 2.298 0.758 -4.066
H 2.253 -1.289 -1.795
H 2.493 0.454 -1.666
C -1.330 -3.413 -5.226
C -1.633 -3.374 -6.746
C -3.098 -3.197 -7.178
O -3.048 -2.038 -7.981
C -1.832 -1.504 -7.961
O -1.536 -0.461 -8.468
O -0.944 -2.262 -7.300
H -0.253 -3.470 -5.094
H -1.828 -4.249 -4.727
H -1.672 -2.536 -4.670
H -1.289 -4.358 -7.073
H -3.738 -3.036 -6.306
H -3.480 -4.109 -7.637
C -0.266 -5.944 -1.510
C 1.005 -6.170 -2.315
C 1.341 -4.992 -3.266
O 2.731 -4.763 -3.001
C 3.104 -5.379 -1.877
O 4.165 -5.257 -1.349
O 2.119 -6.181 -1.420
H -1.174 -6.048 -2.104
H -0.236 -4.957 -1.056
H -0.294 -6.687 -0.714
H 1.022 -7.068 -2.933
H 0.863 -4.037 -3.041
H 1.130 -5.266 -4.298
C -0.126 1.083 5.828
C 1.084 0.278 5.381
C 2.048 0.983 4.409
O 3.330 0.828 5.047
C 3.175 0.287 6.267
O 4.068 0.191 7.054
O 1.894 0.003 6.505
H -0.683 0.511 6.573
H -0.837 1.210 5.009
H 0.102 2.073 6.223
H 0.722 -0.606 4.852
H 1.820 2.048 4.327
H 2.076 0.550 3.417
C 2.221 4.912 4.596
C 1.225 5.461 5.618
C 0.586 6.829 5.289
O -0.809 6.614 5.446
C -1.037 5.286 5.751
O -2.128 4.835 5.919
O 0.082 4.613 5.570
H 1.745 4.729 3.633
H 2.487 3.922 4.972
H 3.117 5.513 4.451
H 1.588 5.449 6.647
H 0.857 7.293 4.342
H 0.886 7.496 6.103
C -6.195 -0.011 -5.991
C -4.731 0.369 -6.127
C -4.523 1.707 -5.399
O -3.296 1.537 -4.717
C -3.136 0.244 -4.449
O -2.252 -0.238 -3.813
O -4.001 -0.493 -5.200
H -6.850 0.565 -6.655
H -6.646 0.188 -5.020
H -6.416 -1.040 -6.277
H -4.370 0.482 -7.147
H -5.316 1.927 -4.685
H -4.404 2.553 -6.074
C -3.882 -3.813 -1.161
C -4.201 -2.882 -2.314
C -4.897 -3.557 -3.488
O -5.949 -2.646 -3.833
C -6.152 -1.787 -2.839
O -7.017 -0.955 -2.764
O -5.201 -1.940 -1.921
H -3.475 -3.246 -0.328
H -3.179 -4.536 -1.581
H -4.746 -4.353 -0.772
H -3.313 -2.306 -2.587
H -5.397 -4.503 -3.264
H -4.267 -3.744 -4.355
C 3.950 4.164 -0.943
C 4.576 4.900 0.248
C 4.122 4.336 1.626
O 5.317 4.257 2.353
C 6.383 4.391 1.542
O 7.502 4.210 1.896
O 5.970 4.595 0.279
H 4.020 3.089 -0.799
H 4.402 4.535 -1.860
H 2.894 4.448 -0.950
H 4.473 5.984 0.169
H 3.713 3.334 1.476
H 3.336 4.933 2.081
C 5.079 1.141 2.465
C 6.482 0.897 3.001
C 6.560 0.052 4.280
O 7.723 -0.745 4.104
C 8.094 -0.673 2.811
O 9.003 -1.259 2.310
O 7.192 0.033 2.121
H 5.169 1.586 1.473
H 4.634 1.917 3.088
H 4.524 0.208 2.494
H 7.029 1.843 3.059
H 5.655 -0.486 4.573
H 6.639 0.739 5.130
C 3.936 -2.301 0.641
C 2.851 -1.901 1.645
C 1.703 -2.898 1.919
O 1.751 -3.103 3.325
C 2.884 -2.565 3.828
O 3.162 -2.577 4.995
O 3.553 -1.886 2.906
H 4.358 -3.228 1.033
H 4.692 -1.529 0.522
H 3.558 -2.586 -0.344
H 2.430 -0.910 1.473
H 1.998 -3.855 1.465
H 0.787 -2.583 1.428
C -3.833 1.036 -0.054
C -4.120 2.358 -0.755
C -5.352 2.426 -1.657
O -6.094 3.558 -1.210
C -5.621 3.951 -0.006
O -6.073 4.876 0.592
O -4.540 3.248 0.306
H -4.661 0.872 0.636
H -2.845 1.037 0.399
H -3.882 0.174 -0.726
H -3.228 2.730 -1.262
H -5.974 1.527 -1.629
H -5.126 2.659 -2.697
C -1.416 -2.653 4.612
C -2.268 -3.282 3.528
C -1.892 -2.807 2.121
O -1.758 -3.990 1.387
C -1.766 -5.075 2.175
O -1.606 -6.192 1.797
O -1.921 -4.688 3.450
H -1.821 -1.712 4.982
H -0.386 -2.532 4.274
H -1.280 -3.293 5.488
H -3.338 -3.188 3.719
H -0.982 -2.201 2.178
H -2.649 -2.131 1.719
C -2.366 3.636 2.806
C -1.800 4.405 1.619
C -1.613 3.654 0.304
O -2.295 4.475 -0.655
C -3.048 5.415 -0.026
O -3.759 6.223 -0.527
O -2.826 5.354 1.303
H -1.541 3.021 3.187
H -3.162 2.933 2.570
H -2.658 4.327 3.591
H -0.849 4.922 1.786
H -2.065 2.661 0.307
H -0.563 3.653 0.025
```

As for the electronic energy: -151539.789 eV. Its net charge is -1. The calculation puts the frontier orbital gap at 7.6 eV. The calculation puts the energy above the lowest of the compared OMol25 structures with the same formula, charge and spin at 61.84 kcal per mole.


2.
2 unconnected molecules or ions with the total composition C4H8N4 in a non-equilibrium geometry. Source: the OMol25 dataset; level of theory: wB97M-V/def2-TZVPD.

Structure (XYZ):
```
16
C4H8N4 wB97M-V/def2-TZVPD
C 2.923 -0.692 1.436
C 1.811 -0.862 2.190
N 0.744 -0.562 1.438
N 1.243 -0.107 0.291
N 2.533 -0.236 0.210
H 3.911 -0.928 1.779
H 1.912 -1.158 3.209
H 0.707 0.371 -0.442
C -1.827 1.673 -1.857
N -1.278 0.789 -1.233
C -2.042 -0.353 -0.722
H -2.974 1.704 -2.086
H -1.223 2.385 -2.422
H -1.371 -1.307 -0.892
H -2.072 -0.381 0.333
H -2.998 -0.337 -1.230
```

As for the electronic energy: -10235.657 eV. The SMILES is c1cn[nH]n1.C=NC. Its net charge is 0. The calculation puts the frontier orbital gap at 11.0 eV. The calculation puts the energy above the lowest of the compared OMol25 structures with the same formula, charge and spin at 59.61 kcal per mole.


3.
A molecular structure, C15H12N6S3SbTi. Source: the OMol25 dataset; level of theory: wB97M-V/def2-TZVPD.

Structure (XYZ):
```
38
C15H12N6S3SbTi wB97M-V/def2-TZVPD
Ti 0.273 0.962 0.609
N 3.754 1.792 -2.021
C 2.537 1.790 -1.466
N 2.147 0.950 -0.564
C 3.053 -0.049 -0.116
N 2.673 -0.877 0.782
N 1.384 -0.625 1.220
C 0.863 -1.500 2.096
C -0.427 -1.196 2.564
C -1.118 -1.938 3.544
C -2.329 -1.491 3.991
C -2.864 -0.295 3.479
C -2.164 0.375 2.509
N -0.984 -0.062 2.026
C 4.394 -0.102 -0.707
C 5.346 -1.051 -0.343
C 6.595 -1.046 -0.931
C 6.914 -0.088 -1.894
C 5.983 0.861 -2.266
C 4.729 0.846 -1.669
H 3.972 2.501 -2.701
H 1.846 2.556 -1.798
H 1.435 -2.354 2.433
H -0.666 -2.840 3.935
H -2.869 -2.044 4.749
H -3.799 0.106 3.840
H -2.523 1.309 2.091
H 5.079 -1.781 0.409
H 7.332 -1.784 -0.645
H 7.894 -0.087 -2.352
H 6.217 1.612 -3.012
S -2.635 4.039 0.387
Sb -0.445 3.781 -0.114
S 0.651 2.851 1.835
S -0.669 -0.068 -1.581
N -2.985 0.916 -0.447
C -2.025 0.482 -0.963
H -3.966 1.029 -0.626
```

The spin multiplicity is 4. As for the electronic energy: -86850.458 eV. Its net charge is 0. The calculation puts the frontier orbital gap (alpha / beta) at 5.9 / 6.5 eV. The calculation puts the energy above the lowest of the compared OMol25 structures with the same formula, charge and spin at 34.30 kcal per mole.


4.
5 unconnected molecules or ions with the total composition C39H48F4N2O5S2 in a non-equilibrium geometry. Source: the OMol25 dataset; level of theory: wB97M-V/def2-TZVPD.

Structure (XYZ):
```
100
C39H48F4N2O5S2 wB97M-V/def2-TZVPD
C 4.362 2.738 3.573
O 5.536 1.962 3.444
C 5.696 1.310 2.204
C 6.531 2.116 1.218
C 5.697 3.232 0.552
C 5.845 3.311 -0.965
C 4.961 4.429 -1.510
O 3.726 3.856 -1.989
S 2.473 4.856 -2.099
O 2.939 6.024 -2.806
O 2.475 5.260 -0.514
C 1.369 6.121 -0.182
C 0.007 5.426 -0.275
C -0.870 5.594 0.975
C -1.527 4.300 1.478
C -2.112 3.403 0.376
C -3.645 3.240 0.457
C -4.097 1.927 1.125
S -4.971 0.832 -0.060
C -3.607 -0.017 -0.747
N -3.054 -1.074 -0.204
N -2.006 -1.426 -1.046
C -2.017 -0.565 -2.030
O -3.017 0.363 -1.896
H 3.531 2.313 3.016
H 4.526 3.742 3.179
H 4.095 2.820 4.617
H 4.741 1.024 1.764
H 6.210 0.375 2.420
H 6.980 1.475 0.470
H 7.292 2.591 1.826
H 6.008 4.191 0.959
H 4.643 3.105 0.773
H 5.526 2.373 -1.405
H 6.872 3.522 -1.232
H 4.762 5.108 -0.691
H 5.465 4.994 -2.284
H 1.570 6.438 0.834
H 1.410 7.008 -0.805
H -0.511 5.895 -1.106
H 0.153 4.392 -0.559
H -0.228 5.966 1.769
H -1.619 6.358 0.804
H -0.819 3.775 2.109
H -2.343 4.593 2.131
H -1.652 2.421 0.463
H -1.877 3.751 -0.621
H -4.040 3.304 -0.544
H -4.019 4.062 1.056
H -3.227 1.375 1.455
H -4.772 2.078 1.953
H -1.365 -0.487 -2.879
F -0.461 -0.066 -4.619
C -0.309 -1.131 -5.449
C 0.776 -1.962 -5.270
C 0.922 -3.053 -6.113
C -0.008 -3.290 -7.117
C -1.090 -2.435 -7.277
C -1.249 -1.345 -6.434
H 1.490 -1.755 -4.484
H 1.762 -3.721 -5.984
H 0.111 -4.141 -7.773
H -1.813 -2.616 -8.060
H -2.088 -0.670 -6.536
F -2.011 -7.477 -3.984
C -2.526 -6.637 -3.061
C -3.627 -7.038 -2.332
C -4.156 -6.176 -1.381
C -3.578 -4.928 -1.180
C -2.476 -4.543 -1.930
C -1.938 -5.403 -2.877
H -4.062 -8.012 -2.512
H -5.014 -6.477 -0.797
H -3.986 -4.257 -0.443
H -2.035 -3.567 -1.776
H -1.074 -5.125 -3.467
F 2.245 -0.537 3.122
C 2.874 -1.663 3.521
C 2.252 -2.880 3.337
C 2.907 -4.032 3.746
C 4.162 -3.951 4.336
C 4.767 -2.713 4.514
C 4.120 -1.559 4.100
H 1.271 -2.917 2.882
H 2.435 -4.994 3.605
H 4.667 -4.852 4.657
H 5.742 -2.646 4.977
H 4.571 -0.581 4.223
F -5.211 -5.121 1.396
C -5.592 -4.087 2.178
C -5.583 -2.819 1.641
C -5.974 -1.753 2.431
C -6.365 -1.964 3.746
C -6.362 -3.251 4.270
C -5.974 -4.326 3.482
H -5.266 -2.667 0.617
H -5.958 -0.765 1.994
H -6.668 -1.128 4.363
H -6.660 -3.419 5.296
H -5.970 -5.337 3.869
```

As for the electronic energy: -86976.591 eV. Its net charge is 0. The calculation puts the frontier orbital gap at 9.2 eV.